C29H22N4O6S2Ta as an isolated structure. Source: the OMol25 dataset; level of theory: ωB97M-V/def2-TZVPD.

Structure (XYZ):
```
64
Properties=species:S:1:pos:R:3:mulliken_charge:R:1
H -1.220 -5.029 3.354 0.5502
S 1.018 7.478 1.481 -0.2291
H -5.455 -1.336 -0.317 0.3850
H 0.093 -0.366 2.761 0.3490
C 2.470 -1.163 0.844 0.0682
N 1.688 -1.403 -0.213 0.0547
C 4.377 -0.745 -0.534 -0.3452
H -1.997 -4.490 -5.349 0.4274
Ta -0.649 -1.417 -0.295 1.2590
H -0.614 -3.671 5.398 0.4461
C 1.206 4.848 2.185 -0.5983
H -2.579 -5.495 -1.222 0.5142
C -2.137 -4.867 -1.979 -0.8438
C 3.577 -0.996 -1.636 -0.6802
H -0.315 5.998 -0.616 0.4359
C 0.046 5.292 0.118 -0.4424
N 0.101 -1.989 -2.078 0.1531
H 0.035 -1.276 5.055 0.4826
C 2.018 7.867 0.039 0.7378
C -0.960 -3.242 -3.956 -0.9249
C -0.807 -3.416 2.047 0.6678
H 2.502 9.663 -0.971 0.3122
C -0.151 -1.404 2.939 -0.2086
N -0.420 -2.143 1.852 0.1285
H 3.943 -0.960 -2.652 0.5205
C -0.889 -4.002 3.293 -0.6039
C 3.811 -0.852 0.728 -0.8901
O -3.645 0.861 -0.177 -0.4975
O 1.764 -1.904 -3.684 -0.6238
H 1.755 5.209 3.044 0.4331
O 2.293 7.056 -0.798 -0.5115
C -1.794 -4.293 -4.305 -0.6109
C -1.272 -3.837 -1.616 0.9143
H -0.718 3.582 -0.916 0.4950
C -0.565 -3.244 4.406 -0.4638
H 1.339 2.792 2.765 0.4417
C 0.744 5.748 1.232 0.1718
H 3.528 9.291 0.421 0.2860
C 1.363 -1.745 -2.561 0.2300
S -3.297 -0.477 -0.472 0.9840
H -4.387 -2.384 -1.314 0.2750
C 0.976 3.494 2.026 -0.6177
O -2.182 -0.657 -1.505 -0.5972
C 0.286 3.031 0.903 0.1292
H -3.031 -5.899 -3.619 0.4361
H 2.017 -1.228 1.821 0.4190
C -2.379 -5.088 -3.327 -0.6920
C -1.222 -4.179 0.816 0.1342
C -0.705 -3.020 -2.612 0.2037
H 5.419 -0.484 -0.653 0.4623
H -0.508 -2.604 -4.700 0.4870
C -0.122 0.444 0.557 -0.5712
H -5.032 -0.842 -1.977 0.3837
C -0.179 3.940 -0.050 -0.6241
C -4.687 -1.364 -1.087 -0.8813
C 2.256 -1.330 -1.427 0.4486
C 2.502 9.288 0.050 -1.0646
C 0.057 1.637 0.725 0.7915
C -0.200 -1.919 4.220 -0.8396
O -2.659 -1.286 0.618 -0.6599
O -1.776 -5.250 0.903 -0.6638
H 4.394 -0.689 1.622 0.4657
N -0.921 -3.458 -0.296 0.2329
H 1.896 9.925 0.691 0.3685
```

Its net charge is +1. For the total energy, the calculation gives -71895.024 eV. The relative energy (zero: lowest compared OMol25 entry of this formula, charge and spin) comes out at 0.0 kJ/mol. For the LUMO energy, the calculation gives -4.09 eV. The HOMO energy is -10.93 eV.